(w)
DFT (wB97M-V/def2-TZVPD) results for a single C2H5NS2 molecule.

Results
- HOMO (eV) = -8.642
- total charge = 0
- orbital gap (eV) = 9.2
- LUMO energy (eV) = 0.55
- structure (SMILES) = CSNC=S

The geometry in XYZ format:
```
10
Properties=species:S:1:pos:R:3:lowdin_charge:R:1
S 0.362 1.153 -0.622 0.845
S 1.346 -1.860 1.425 0.624
N 0.093 0.541 0.921 -0.415
C -0.479 0.098 -1.731 -0.422
C 0.471 -0.540 1.664 -0.838
H -0.137 1.239 1.536 0.031
H -1.534 0.175 -1.614 0.023
H -0.125 0.400 -2.745 0.057
H -0.097 -0.900 -1.519 0.027
H 0.101 -0.306 2.684 0.068
```

***

(x)
DFT (wB97M-V/def2-TZVPD) results for 2 unconnected molecules or ions with the total composition C2H5NS2.

Results
- HOMO (spin up / spin down) (eV) = -8.438 / -8.423
- total charge = 0
- orbital gap (spin up / spin down) (eV) = 7.4 / 7.4
- LUMO energy (spin up / spin down) (eV) = -1.05 / -1.04
- structure (SMILES) = CC=S.N=S

The geometry in XYZ format:
```
10
Properties=species:S:1:pos:R:3:lowdin_charge:R:1
S 4.871 0.551 -0.007 0.533
S 1.219 -0.553 0.597 0.651
N 4.735 -0.890 -0.587 -0.525
C -0.063 -0.710 -0.399 -0.726
C -1.144 0.175 -0.589 -0.194
H -0.985 0.917 -1.317 0.084
H -1.320 0.911 0.167 0.082
H 3.777 -1.079 -1.027 -0.039
H -0.083 -1.567 -1.138 0.076
H -1.952 -0.423 -0.796 0.058
```

***

Most stable to least stable: (w), (x)

***

(w)
DFT (wB97M-V/def2-TZVPD) results for a single C3H2F2O2 molecule.

Results
- HOMO (eV) = -11.792
- total charge = 0
- orbital gap (eV) = 12.1
- LUMO energy (eV) = 0.33
- structure (SMILES) = O=C(F)CC(=O)F

The geometry in XYZ format:
```
9
Properties=species:S:1:pos:R:3:lowdin_charge:R:1
F -2.163 0.431 -0.344 0.132
F 0.852 -1.949 -0.264 0.100
O -1.094 0.673 1.475 0.182
O 1.479 -0.451 1.232 0.210
C 0.145 0.355 -0.613 0.052
C 0.901 -0.690 0.252 -0.470
C -1.011 0.467 0.301 -0.496
H 0.900 1.137 -0.410 0.158
H -0.010 0.028 -1.629 0.132
```

***

(x)
DFT (wB97M-V/def2-TZVPD) results for 2 unconnected molecules or ions with the total composition C3H2F2O2.

Results
- HOMO (eV) = -9.563
- total charge = 0
- orbital gap (eV) = 9.4
- LUMO energy (eV) = -0.18
- structure (SMILES) = O=C=CF.O=CF

The geometry in XYZ format:
```
9
Properties=species:S:1:pos:R:3:lowdin_charge:R:1
F -2.719 0.225 1.309 0.061
F -0.374 -0.470 -0.861 -0.024
O 2.473 0.062 -2.766 0.201
O -0.680 0.932 1.872 0.088
C -1.421 0.023 1.621 -0.326
C 0.887 0.080 -0.902 -0.108
C 1.656 -0.047 -1.953 -0.132
H -1.128 -1.104 1.706 0.171
H 1.305 0.299 -0.026 0.070
```

***

Most stable to least stable: (w), (x)

***

(w)
DFT (wB97M-V/def2-TZVPD) results for a gas-phase ion, C4H10N2O2 (charge +1).

Results
- HOMO (spin up / spin down) (eV) = -13.894 / -13.892
- total charge = +1
- orbital gap (spin up / spin down) (eV) = 10.1 / 4.9
- multiplicity = 2
- LUMO energy (spin up / spin down) (eV) = -3.78 / -9.04

The geometry in XYZ format:
```
18
Properties=species:S:1:pos:R:3:mulliken_spin:R:1
O 0.857 2.802 1.794 0.000
O 2.102 1.767 0.177 0.001
N -1.759 -1.195 -1.587 0.832
N 0.220 0.741 0.986 0.005
C -1.356 -0.383 -0.421 0.050
C 0.979 -1.426 0.026 0.008
C 0.191 -0.126 -0.153 0.041
C 1.079 1.759 0.910 -0.001
H -1.829 0.619 -0.604 0.094
H 1.673 -1.331 0.833 0.001
H -0.705 0.890 1.526 0.002
H 1.584 -1.444 -0.850 0.002
H -1.289 -0.952 -2.444 -0.023
H 1.723 2.857 2.137 0.000
H 0.631 0.234 -1.025 -0.007
H -1.971 -0.836 0.418 0.011
H 0.468 -2.400 0.067 0.002
H -2.599 -1.576 -1.789 -0.019
```

***

(x)
DFT (wB97M-V/def2-TZVPD) results for a molecular structure, C4H10N2O2.

Results
- HOMO (spin up / spin down) (eV) = -15.204 / -14.427
- total charge = +1
- orbital gap (spin up / spin down) (eV) = 10.8 / 5.6
- multiplicity = 2
- LUMO energy (spin up / spin down) (eV) = -4.37 / -8.78

The geometry in XYZ format:
```
18
Properties=species:S:1:pos:R:3:mulliken_spin:R:1
O -1.258 -0.829 -1.231 0.010
O -2.967 -1.248 0.107 0.029
N -0.329 1.208 0.117 0.465
N 1.927 -0.824 -1.040 0.278
C 1.486 -0.624 0.299 0.087
C 0.956 0.823 0.627 0.063
C -2.100 -0.546 -0.241 0.005
C -1.491 0.505 0.753 0.006
H 1.131 1.137 1.660 -0.001
H -2.212 1.293 0.968 0.019
H 2.305 -0.005 -1.520 0.004
H 2.305 -0.853 0.990 0.042
H -1.919 0.022 -1.429 -0.001
H 1.695 1.520 0.207 0.007
H -0.256 0.862 -0.838 0.006
H 0.756 -1.403 0.527 -0.014
H -1.144 0.022 1.662 0.001
H 1.115 -1.059 -1.620 -0.007
```

***

(y)
DFT (wB97M-V/def2-TZVPD) results for 2 unconnected molecules or ions with the total composition C4H10N2O2.

Results
- HOMO (spin up / spin down) (eV) = -15.132 / -14.854
- total charge = +1
- orbital gap (spin up / spin down) (eV) = 10.0 / 7.1
- multiplicity = 2
- LUMO energy (spin up / spin down) (eV) = -5.16 / -7.72

The geometry in XYZ format:
```
18
Properties=species:S:1:pos:R:3:mulliken_spin:R:1
O -2.486 -0.277 -0.702 0.496
O -2.322 -1.674 0.933 0.597
N 2.102 -0.478 1.122 -0.940
N 0.702 1.450 -0.215 0.777
C 0.039 0.744 0.848 -0.010
C 0.396 1.240 -1.622 0.022
C -2.286 -1.439 -0.279 -0.094
C 0.678 -0.664 1.071 0.140
H 1.257 1.513 -2.215 0.005
H 2.577 -1.343 0.843 0.016
H 0.136 0.193 -1.753 0.033
H 0.359 1.279 1.749 0.023
H -1.027 0.685 0.696 -0.001
H 1.706 1.511 -0.020 -0.017
H 0.284 -0.949 2.053 -0.074
H -2.005 -2.211 -1.014 0.001
H -0.468 1.866 -1.877 0.031
H 0.358 -1.445 0.381 -0.004
```

***

Most stable to least stable: (w), (x), (y)

***

(w)
DFT (wB97M-V/def2-TZVPD) results for a molecular structure, C6H16N2O.

Results
- HOMO (eV) = -8.096
- total charge = 0
- orbital gap (eV) = 8.7
- LUMO energy (eV) = 0.65

The geometry in XYZ format:
```
25
Properties=species:S:1:pos:R:3:lowdin_charge:R:1
O 0.290 0.690 -1.700 0.020
N -0.445 -0.887 -0.105 0.082
N 0.764 -0.338 2.132 0.073
C -0.308 0.367 -0.459 -0.606
C 1.098 -0.083 0.750 -0.469
C -1.388 1.351 -0.030 -0.013
C 1.835 1.265 0.720 -0.047
C -2.567 -1.439 -1.461 -0.040
C 2.074 -1.154 0.250 -0.058
H 0.312 -1.237 2.250 0.086
H -2.182 1.347 -0.778 0.084
H -1.471 -1.478 -1.034 -0.001
H -1.824 1.044 0.916 0.083
H -3.252 -1.078 -0.706 0.019
H 0.169 0.389 2.511 0.080
H 2.996 -1.102 0.828 0.083
H -2.777 -2.466 -1.746 0.020
H -2.554 -0.783 -2.325 0.022
H 1.217 2.081 1.095 0.078
H 2.195 1.491 -0.281 0.083
H 0.148 1.624 -1.898 0.097
H 2.701 1.208 1.379 0.091
H 1.670 -2.153 0.403 0.077
H 2.267 -1.009 -0.811 0.085
H -0.970 2.351 0.100 0.073
```

***

(x)
DFT (wB97M-V/def2-TZVPD) results for a single C6H16N2O molecule.

Results
- HOMO (eV) = -9.108
- total charge = 0
- orbital gap (eV) = 9.9
- LUMO energy (eV) = 0.78
- structure (SMILES) = CC(C)(CN)[C@@](C)(N)O

The geometry in XYZ format:
```
25
Properties=species:S:1:pos:R:3:lowdin_charge:R:1
O 1.098 0.586 -1.775 -0.015
N 2.178 -0.712 -0.102 0.096
N -2.710 0.052 0.035 -0.001
C -0.468 -1.645 -0.736 -0.052
C -0.226 -0.656 1.551 -0.054
C 1.455 1.576 0.404 -0.015
C -1.434 0.651 -0.295 -0.221
C -0.228 -0.356 0.053 -0.470
C 1.092 0.312 -0.377 -0.579
H -0.315 0.252 2.143 0.080
H 2.093 -1.460 -0.781 0.070
H -0.216 -1.499 -1.784 0.083
H -1.433 0.842 -1.371 0.115
H 0.132 -2.456 -0.333 0.080
H 0.687 2.341 0.315 0.075
H 1.615 1.339 1.450 0.083
H -2.810 -0.062 1.037 0.069
H 0.650 1.419 -1.946 0.090
H 2.381 1.980 -0.004 0.087
H -1.278 1.602 0.237 0.102
H -3.475 0.549 -0.404 0.072
H 0.704 -1.154 1.812 0.079
H -1.055 -1.316 1.796 0.080
H 3.080 -0.275 -0.266 0.075
H -1.519 -1.911 -0.661 0.073
```

***

Most stable to least stable: (x), (w)

***

(w)
DFT (wB97M-V/def2-TZVPD) results for 3 unconnected molecules or ions with the total composition C6H16N2O.

Results
- HOMO (eV) = -7.792
- total charge = 0
- orbital gap (eV) = 8.6
- LUMO energy (eV) = 0.84
- structure (SMILES) = CC(C)=O.C=CN.CN

The geometry in XYZ format:
```
25
Properties=species:S:1:pos:R:3:lowdin_charge:R:1
O 1.200 -1.294 1.389 0.046
N -1.651 -1.349 0.410 -0.072
N -0.646 -0.204 -2.367 0.056
C -1.243 1.765 -1.120 -0.035
C 1.869 1.001 1.401 -0.020
C -0.706 0.549 -1.213 -0.345
C 2.704 -0.640 -0.352 -0.023
C -2.586 -0.593 1.226 -0.185
C 1.815 -0.398 0.844 -0.517
H -1.300 2.287 -0.183 0.030
H 1.182 1.098 2.241 0.088
H 3.747 -0.484 -0.071 0.088
H 1.583 1.717 0.630 0.081
H 2.579 -1.659 -0.718 0.086
H -2.845 -1.083 2.174 0.064
H -2.146 0.374 1.453 0.056
H 2.882 1.233 1.722 0.088
H 0.119 -0.845 -2.469 0.074
H -3.494 -0.425 0.648 0.071
H -0.784 -1.522 0.925 0.035
H -1.658 2.266 -1.980 0.036
H -0.065 0.150 -0.404 0.066
H 2.459 0.071 -1.143 0.082
H -0.967 0.238 -3.203 0.078
H -2.049 -2.251 0.161 0.072
```

***

(x)
DFT (wB97M-V/def2-TZVPD) results for 2 unconnected molecules or ions with the total composition C6H16N2O.

Results
- HOMO (eV) = -6.905
- total charge = 0
- orbital gap (eV) = 7.7
- LUMO energy (eV) = 0.80
- structure (SMILES) = C/C(N)=C/N.CC(C)O

The geometry in XYZ format:
```
25
Properties=species:S:1:pos:R:3:lowdin_charge:R:1
O 1.272 0.481 1.466 -0.199
N -0.871 -0.982 0.681 0.031
N -0.875 1.878 -0.019 0.054
C -3.058 -1.229 -0.424 -0.071
C -1.902 0.982 -0.294 -0.181
C 2.496 1.211 -0.598 -0.079
C -1.945 -0.323 0.009 -0.387
C 2.290 -0.062 0.183 -0.319
C 1.658 -1.168 -0.523 -0.113
H 0.425 -1.136 -0.216 0.104
H 3.238 1.045 -1.382 0.084
H -2.721 1.400 -0.865 0.105
H 1.738 -1.120 -1.605 0.073
H 2.844 2.012 0.050 0.077
H -0.170 1.572 0.654 0.044
H -3.534 -1.712 0.436 0.072
H 1.652 0.142 2.283 0.054
H 1.559 1.521 -1.060 0.068
H 1.925 -2.153 -0.138 0.069
H -3.821 -0.676 -0.966 0.071
H 3.170 -0.350 0.761 0.120
H -2.684 -2.025 -1.075 0.076
H -1.193 -1.780 1.219 0.103
H -0.317 -0.357 1.299 0.064
H -1.176 2.830 0.125 0.078
```

***

Most stable to least stable: (w), (x)

***

(w)
DFT (wB97M-V/def2-TZVPD) results for 2 unconnected molecules or ions with the total composition C4H12BN.

Results
- HOMO (spin up / spin down) (eV) = -8.221 / -7.294
- total charge = 0
- orbital gap (spin up / spin down) (eV) = 8.1 / 6.4
- LUMO energy (spin up / spin down) (eV) = -0.10 / -0.91

The geometry in XYZ format:
```
18
Properties=species:S:1:pos:R:3:lowdin_charge:R:1
N 0.172 -0.637 -1.808 0.107
C -0.921 1.632 -0.068 -0.101
C -1.044 -0.670 0.804 -0.103
C -0.269 0.539 0.592 -0.355
C 1.071 0.596 1.145 -0.056
B 0.930 -1.664 -1.517 -0.419
H -1.983 -0.710 0.175 0.115
H -0.415 -1.542 0.462 0.041
H -1.228 -0.853 1.852 0.091
H -1.538 2.261 0.671 0.126
H -1.581 1.290 -0.819 0.055
H -0.348 2.385 -0.694 0.108
H 1.748 1.315 0.678 0.092
H 0.096 0.205 -2.469 0.071
H 1.110 0.798 2.189 0.077
H 0.849 -2.030 -0.394 -0.004
H 1.750 -2.450 -1.975 0.020
H 1.601 -0.465 1.177 0.134
```

***

(x)
DFT (wB97M-V/def2-TZVPD) results for 2 unconnected molecules or ions with the total composition C4H12BN.

Results
- HOMO (eV) = -8.767
- total charge = 0
- orbital gap (eV) = 9.0
- LUMO energy (eV) = 0.26

The geometry in XYZ format:
```
18
Properties=species:S:1:pos:R:3:lowdin_charge:R:1
N 0.017 0.599 -0.325 -0.002
C -2.401 0.838 0.061 -0.075
C 0.453 -1.448 0.505 -0.006
C 1.868 -1.741 0.307 -0.193
C -0.928 1.360 0.491 -0.264
B 0.932 0.911 -1.296 -0.239
H 2.563 -0.972 0.879 0.122
H 2.266 -2.820 0.380 0.106
H 1.869 0.259 -1.419 -0.001
H -3.286 1.381 0.519 0.081
H -0.613 2.456 0.356 0.125
H -2.236 0.882 -0.974 0.032
H -2.610 -0.208 0.270 0.051
H 0.758 1.827 -1.930 0.010
H -0.812 1.312 1.575 0.086
H 0.248 -1.262 1.514 0.054
H -0.244 -1.895 -0.162 0.068
H 2.156 -1.479 -0.751 0.045
```

***

Most stable to least stable: (x), (w)